{"formula": "C3H5N", "method": "ωB97M-V/def2-TZVPD", "elements": ["C", "C", "C", "N", "H", "H", "H", "H", "H"], "xyz": [[-2.0210, -0.2400, -0.0188], [-0.8643, 0.1498, -0.0636], [0.5825, 0.5683, 0.0840], [1.5776, -0.5257, -0.0976], [-3.0684, -0.5547, 0.0328], [0.6688, 1.1829, 0.9856], [0.8920, 1.2610, -0.7321], [1.7516, -1.0225, 0.8465], [2.5294, -0.0555, -0.4594]], "forces_ev_per_a": [[1.1032, 0.5280, -0.0508], [-0.6261, -0.6681, 0.4853], [0.0650, 0.3073, -1.4982], [2.1128, 0.5411, 1.3007], [1.1159, 0.3134, -0.1429], [0.0387, -0.3719, 0.1981], [-0.8838, -0.2073, 0.3880], [-0.1097, 1.1307, -2.1620], [-2.8158, -1.5734, 1.4818]], "homo_lumo_gap_ha": 0.392, "energy_ev": -4679.4471, "spin_multiplicity": 1, "smiles": "C#CCN", "relative_energy_ev": 2.410}



{"formula": "C3H5N", "method": "ωB97M-V/def2-TZVPD", "elements": ["C", "C", "C", "N", "H", "H", "H", "H", "H"], "xyz": [[-2.1435, -0.3450, -0.1053], [-0.9968, 0.0352, -0.1110], [0.4070, 0.4290, -0.0011], [1.2380, -0.6512, -0.1830], [-3.2404, -0.5614, 0.0178], [0.4931, 1.1468, 0.8247], [0.5261, 1.1611, -0.7958], [1.4655, -1.0123, 0.8944], [2.2510, -0.2022, -0.5407]], "forces_ev_per_a": [[-1.1923, 0.2142, 0.3885], [-1.4040, -0.5600, 0.6008], [-2.8584, 3.4123, -0.9435], [6.5599, -1.4717, 2.7349], [2.0414, 0.2360, -0.4207], [0.3045, -0.6624, 0.7076], [0.2424, -0.0567, -0.6937], [-0.4407, 0.7509, -3.7810], [-3.2528, -1.8626, 1.4070]], "homo_lumo_gap_ha": 0.384, "energy_ev": -4678.8219, "spin_multiplicity": 1, "smiles": "C#CCN", "relative_energy_ev": 3.035}



{"formula": "C3H5N2", "method": "ωB97M-V/def2-TZVPD", "elements": ["C", "C", "C", "N", "N", "H", "H", "H", "H", "H"], "xyz": [[-0.3335, -1.2112, 0.0489], [0.2077, -0.1471, -0.5648], [-0.4246, 1.1369, -0.1974], [-2.6815, 1.1514, 0.6736], [-1.6324, 1.1476, 0.3588], [0.0111, -2.1473, -0.2074], [-0.9982, -1.3467, 0.9738], [0.9477, -0.1739, -1.2517], [0.3266, 2.2185, 0.9093], [-0.2278, 1.8518, -1.0312]], "forces_ev_per_a": [[0.0773, 0.3731, 1.3362], [-4.2635, -0.8190, 4.4694], [5.9202, 3.8387, 0.0368], [0.1591, -0.0172, 0.4579], [-2.5472, 0.1629, -0.1873], [0.8061, -1.9937, -0.7944], [0.6071, 1.1436, -1.6517], [2.0515, 0.0378, -2.1832], [-1.5297, -2.6978, -2.2212], [-1.2809, -0.0283, 0.7375]], "homo_lumo_gap_ha": 0.314, "energy_ev": -6159.6474, "spin_multiplicity": 1, "total_charge": 1, "relative_energy_ev": 6.245}



{"formula": "C3H5N2O", "method": "ωB97M-V/def2-TZVPD", "elements": ["C", "C", "C", "N", "N", "O", "H", "H", "H", "H", "H"], "xyz": [[0.4692, -0.3100, -0.0226], [-1.4881, -0.1609, -0.0159], [1.8738, -0.0437, -0.0277], [-0.2982, -1.1993, 0.5031], [-2.7300, -0.1591, -0.0297], [-0.5008, 0.7476, -0.3421], [2.1808, 0.5752, -0.7523], [2.4165, -0.9670, -0.0874], [2.2714, 0.3790, 0.9593], [-3.3664, -0.9348, 0.1678], [-3.2855, 0.7755, -0.2540]], "forces_ev_per_a": [[-2.4960, 0.9896, 1.8171], [7.1587, -2.1957, 1.7089], [0.8010, -1.5867, 3.5891], [-2.6001, 1.2141, -2.0170], [-3.6536, 3.2927, -0.8690], [-1.5886, -0.6148, -0.5911], [0.9165, 2.3371, -2.8522], [0.1753, -0.6852, -0.2777], [-1.1022, -0.2926, -1.0518], [0.7645, -0.1817, 0.2470], [1.6245, -2.2767, 0.2968]], "homo_lumo_gap_ha": 0.397, "energy_ev": -8209.7720, "spin_multiplicity": 1, "total_charge": 1, "relative_energy_ev": 3.421}



{"formula": "C3H5N2OS2", "method": "ωB97M-V/def2-TZVPD", "elements": ["C", "C", "C", "N", "N", "O", "S", "S", "H", "H", "H", "H", "H"], "xyz": [[0.7980, 0.7444, -1.0550], [-1.1522, 1.2842, 0.2691], [-0.0917, -1.0895, 0.2579], [-0.0789, 1.6163, -0.5366], [0.8167, -0.4856, -0.6200], [-2.2026, 1.8158, 0.3856], [0.3123, -2.7533, 0.6132], [-0.8289, -0.0382, 1.5466], [1.6112, 1.0196, -1.8319], [-0.3499, 2.4361, -1.0599], [1.6579, -0.8810, -1.0599], [1.3881, -2.7450, 1.5329], [-1.8798, -0.9237, 1.5579]], "forces_ev_per_a": [[1.3625, 3.4090, -2.2956], [-0.3122, -0.8544, 0.3465], [3.0817, -1.0238, -0.6452], [-1.2152, 0.3679, 0.3453], [0.3927, -2.2855, 0.5964], [-1.0471, 1.4130, -0.3674], [0.1506, -0.9484, 0.6778], [1.0088, -0.7841, -0.0974], [-1.8508, -0.0028, 1.6120], [0.4221, 0.4714, -0.3515], [-0.8211, -1.4164, 1.1418], [-1.0500, 0.6390, -0.8775], [-0.1220, 1.0152, -0.0853]], "homo_lumo_gap_ha": [0.216, 0.291], "energy_ev": -29878.1329, "spin_multiplicity": 3, "total_charge": 1}



{"formula": "C3H5N2P", "method": "ωB97M-V/def2-TZVPD", "elements": ["C", "C", "C", "N", "N", "P", "H", "H", "H", "H", "H"], "xyz": [[-0.9901, 0.9857, -0.0806], [0.5735, -0.5229, 0.4049], [0.1074, 1.3746, -0.8355], [-0.6524, -0.1573, 0.6720], [1.0396, 0.4277, -0.4868], [-1.7383, -1.7963, 2.5891], [-1.9633, 1.5350, -0.0140], [0.8902, -1.4946, 0.7509], [1.9315, 0.2910, -0.9538], [-0.8222, -1.1689, 3.4528], [0.3984, 2.1609, -1.6120]], "forces_ev_per_a": [[0.0834, 0.4658, 0.2662], [-2.0190, 2.4439, -1.3381], [-0.0002, -0.5134, 0.2081], [-1.8011, 0.6356, 0.2266], [2.6331, -1.8127, -0.4596], [-0.0419, 0.1473, -0.5724], [1.1006, -1.0015, 0.1098], [1.0035, 0.3279, -0.2051], [-0.3094, 0.3719, 0.1150], [0.2039, 0.1982, 0.1262], [-0.8529, -1.2629, 1.5235]], "homo_lumo_gap_ha": [0.261, 0.261], "energy_ev": -15457.5057, "spin_multiplicity": 1, "relative_energy_ev": 2.817}



{"formula": "C3H5N3", "method": "ωB97M-V/def2-TZVPD", "elements": ["C", "C", "C", "N", "N", "N", "H", "H", "H", "H", "H"], "xyz": [[-1.8907, -0.0278, 0.1262], [0.0029, -0.3715, 0.2947], [0.9127, 0.4058, -0.3136], [2.2242, -0.1081, -0.0952], [2.4522, -1.1116, 0.5631], [-0.8722, -1.0382, 0.8094], [-1.9062, -0.0683, -0.9698], [-1.7969, 1.0131, 0.4672], [-2.7823, -0.4703, 0.5368], [0.6972, 1.3083, -0.8682], [2.9592, 0.4686, -0.5506]], "forces_ev_per_a": [[-0.7440, 0.0950, -0.0513], [0.0150, -0.5267, 0.3816], [0.1990, -0.0072, 0.0147], [0.2257, -0.2034, 0.0945], [0.0124, 0.4982, -0.3488], [0.4686, 0.6980, -0.4647], [0.0750, -0.1432, 0.2824], [0.0331, -0.3536, 0.0133], [-0.4429, 0.1852, -0.1022], [0.0095, -0.1061, 0.1328], [0.1485, -0.1360, 0.0477]], "homo_lumo_gap_ha": 0.301, "energy_ev": -7656.0873, "spin_multiplicity": 1, "relative_energy_ev": 6.368}



{"formula": "C3H5N3", "method": "ωB97M-V/def2-TZVPD", "elements": ["C", "N", "C", "C", "N", "N", "H", "H", "H", "H", "H"], "xyz": [[1.0325, -1.2884, 0.2696], [0.2143, -0.1671, -0.1462], [-0.7718, 0.4665, 0.5270], [-1.1545, 1.4758, -0.3189], [-0.3938, 1.4074, -1.4429], [0.4324, 0.4146, -1.3302], [1.2914, -1.8683, -0.6169], [1.9484, -0.9365, 0.7513], [0.4657, -1.9124, 0.9640], [-1.1020, 0.1523, 1.5063], [-1.9230, 2.2262, -0.1935]], "forces_ev_per_a": [[0.0517, -0.0738, 0.0166], [-0.0640, 0.0570, 0.0047], [0.0673, -0.0108, -0.0814], [-0.0754, 0.0306, 0.0498], [-0.0035, -0.0750, 0.1281], [-0.1173, 0.0233, 0.1140], [-0.0335, 0.0774, 0.1230], [-0.1220, -0.0566, -0.0416], [0.0889, 0.1038, -0.1112], [0.0466, 0.0624, -0.1691], [0.1614, -0.1383, -0.0329]], "homo_lumo_gap_ha": 0.390, "energy_ev": -7661.2577, "spin_multiplicity": 1, "smiles": "Cn1ccnn1", "relative_energy_ev": 1.198}



{"formula": "C3H5N3", "method": "ωB97M-V/def2-TZVPD", "elements": ["C", "N", "C", "N", "H", "H", "H", "H", "C", "N", "H"], "xyz": [[-1.6974, -0.3177, -0.0714], [-0.7311, 0.4695, -0.8122], [0.2137, 1.1177, -0.4263], [1.2883, 1.6674, -0.1497], [-2.6285, -0.3598, -0.6396], [-1.3086, -1.3338, 0.0475], [-1.8994, 0.1022, 0.9193], [1.2675, 2.6666, 0.0175], [1.8614, -1.3249, 0.3650], [1.3045, -2.3157, 0.5663], [2.3298, -0.3716, 0.1835]], "forces_ev_per_a": [[-0.1452, -0.1340, 0.1295], [0.6134, 0.4345, 0.1689], [-0.1909, -0.1518, -0.1240], [-0.3818, -0.1338, -0.0967], [0.1524, 0.0025, 0.0877], [-0.0740, 0.1495, -0.0269], [0.0430, -0.0469, -0.1435], [-0.0347, -0.0613, -0.0096], [-0.4793, -0.8554, 0.1830], [0.5658, 0.9643, -0.1972], [-0.0686, -0.1675, 0.0289]], "homo_lumo_gap_ha": 0.406, "energy_ev": -7660.8111, "spin_multiplicity": 1, "smiles": "CN=C=N.C#N", "relative_energy_ev": 1.644}



{"formula": "C3H5N3", "method": "ωB97M-V/def2-TZVPD", "elements": ["C", "N", "C", "N", "C", "N", "H", "H", "H", "H", "H"], "xyz": [[-1.1347, 1.3382, 0.1185], [0.2183, 0.8671, -0.0362], [0.6216, -0.3339, -0.0636], [-0.0029, -1.5433, 0.1114], [2.0463, -0.4257, -0.3981], [3.1591, -0.3831, -0.7100], [-1.0940, 2.4207, -0.0308], [-1.8183, 0.9252, -0.6367], [-1.5638, 1.1641, 1.1148], [-0.9593, -1.6001, 0.4186], [0.5255, -2.4013, 0.0631]], "forces_ev_per_a": [[-0.1442, 0.0168, 0.0218], [0.2214, -0.2118, -0.1055], [0.0034, 0.3673, -0.0326], [-0.1626, 0.0596, -0.0141], [1.0719, 0.0386, -0.2783], [-1.0474, -0.2598, 0.3537], [-0.1965, -0.1708, 0.0573], [0.1013, -0.0781, 0.1231], [0.1314, -0.1441, -0.0971], [0.1066, 0.1201, -0.0475], [-0.0852, 0.2623, 0.0191]], "homo_lumo_gap_ha": 0.382, "energy_ev": -7661.3599, "spin_multiplicity": 1, "smiles": "C/N=C(\\N)C#N", "relative_energy_ev": 1.096}



{"formula": "C3H5N3", "method": "ωB97M-V/def2-TZVPD", "elements": ["H", "N", "C", "C", "N", "C", "N", "H", "H", "H", "H"], "xyz": [[2.7042, -1.0464, -0.1043], [1.9575, -0.3756, 0.0261], [0.8050, -0.8795, -0.2098], [-0.4129, -0.0856, -0.0585], [-1.7235, -0.5862, -0.2218], [0.0547, 1.0953, 0.3439], [0.7389, 2.0827, 0.5580], [0.5991, -1.9196, -0.4712], [-2.3185, 0.0116, -0.7826], [-2.1978, -0.8372, 0.6351], [-0.2065, 2.5406, 0.2850]], "forces_ev_per_a": [[-0.0151, -0.1451, -0.0653], [-0.0541, -0.4957, -0.1734], [0.1425, -0.1942, -0.1867], [0.3565, -0.1906, -0.0440], [-0.2091, 0.0271, 0.1732], [0.5873, -0.4149, 0.2780], [-1.8621, 0.2267, 0.4803], [0.1010, -0.1240, -0.1248], [0.1452, -0.1627, 0.0743], [0.0154, 0.0403, 0.0141], [0.7925, 1.4331, -0.4257]], "homo_lumo_gap_ha": 0.312, "energy_ev": -7658.4816, "spin_multiplicity": 1, "smiles": "[H]/N=C/C(N)=C=N", "relative_energy_ev": 3.974}



{"formula": "C3H5N3", "method": "ωB97M-V/def2-TZVPD", "elements": ["C", "N", "C", "N", "N", "C", "H", "H", "H", "H", "H"], "xyz": [[-1.4321, -0.1374, -0.0194], [0.0065, -0.0692, 0.1720], [0.6789, 1.1088, 0.0406], [1.9452, 0.9209, -0.1796], [2.1480, -0.4378, -0.1744], [0.9945, -1.0090, 0.0395], [-1.6699, -0.6232, -0.9685], [-1.7628, 0.8993, -0.0945], [-1.9545, -0.6365, 0.7986], [0.1818, 2.0568, 0.1970], [0.8644, -2.0727, 0.1888]], "forces_ev_per_a": [[-0.0996, -0.0516, 0.0189], [0.2518, 0.1208, -0.1178], [0.0884, 0.1198, 0.0389], [-0.0689, 0.0457, 0.2337], [-0.1348, -0.1840, 0.1763], [0.0367, 0.0212, -0.0155], [0.0345, -0.0418, 0.1509], [-0.2166, -0.1891, 0.1223], [0.1502, 0.0304, -0.0561], [0.1251, -0.0276, -0.3001], [-0.1668, 0.1562, -0.2516]], "homo_lumo_gap_ha": 0.389, "energy_ev": -7661.4919, "spin_multiplicity": 1, "smiles": "Cn1cnnc1", "relative_energy_ev": 0.964}